(1)
DFT (ωB97M-V with the def2-TZVPD basis set) results for C3H4O3 as an isolated structure in a non-equilibrium geometry.

XYZ file:
```
10
Properties=species:S:1:pos:R:3:forces:R:3
O -1.370 -0.975 0.337 3.419 -5.397 0.173
C -0.469 -0.243 -0.389 0.925 2.112 -0.537
C -0.114 1.195 0.123 -0.315 -0.035 -0.149
O 1.301 0.802 0.285 -0.404 0.315 -0.269
C 0.985 -0.464 -0.002 0.897 -1.614 0.793
O 1.627 -1.454 0.246 -0.716 0.638 -0.544
H -0.600 -2.040 0.359 -3.701 4.109 0.334
H -0.621 -0.259 -1.481 -0.066 -0.065 0.228
H -0.544 1.413 1.101 0.026 0.045 -0.158
H -0.195 2.024 -0.581 -0.065 -0.109 0.129
```
Forces are in eV/Å.

Properties
E ... -342.34657 hartree
Gap between HOMO and LUMO ... 11.0 eV

Atomic partial charges in e from the natural (NBO) method, atoms 1 to 8:
1 O -0.663
2 C -0.042
3 C -0.095
4 O -0.467
5 C 0.753
6 O -0.559
7 H 0.486
8 H 0.185

---

(2)
DFT (ωB97M-V with the def2-TZVPD basis set) results for a 2-piece molecular cluster, C3H9OS overall in a non-equilibrium geometry.

XYZ file:
```
14
Properties=species:S:1:pos:R:3:forces:R:3
C -1.865 -1.169 0.031 0.740 -0.927 -1.569
O -1.218 -2.446 0.053 -0.575 -0.581 -0.061
H -2.577 -1.271 -0.795 -0.612 -0.009 0.539
H -2.289 -0.938 1.004 -0.087 0.454 -0.145
H -1.142 -0.465 -0.370 -0.106 0.567 0.838
C 0.367 1.925 -1.384 1.195 0.446 1.090
C 1.318 0.932 -0.696 -1.041 -1.516 0.891
S 0.896 0.466 1.087 0.524 0.810 -0.378
H 0.721 2.952 -1.200 -0.010 -0.120 -0.209
H -0.587 1.884 -0.860 -0.300 -0.296 -0.591
H 0.390 1.722 -2.455 -0.580 0.179 -0.101
H 1.141 -0.055 -1.140 0.345 0.258 -0.494
H 2.373 1.167 -0.804 0.066 0.230 -0.036
H -0.496 -2.425 0.678 0.443 0.505 0.225
```
Forces are in eV/Å.

Properties
E ... -593.12199 hartree
Total charge ... -1
Gap between HOMO and LUMO ... 6.4 eV

Atomic partial charges in e from the natural (NBO) method, atoms 1 to 8:
1 C -0.245
2 O -0.765
3 H 0.145
4 H 0.166
5 H 0.205
6 C -0.640
7 C -0.508
8 S -0.771

---

(3)
DFT (ωB97M-V with the def2-TZVPD basis set) results for C35H30BrClN3O2PPd as an isolated structure in a non-equilibrium geometry.

XYZ file:
```
74
Properties=species:S:1:pos:R:3:forces:R:3
Pd -0.862 0.592 -0.322 0.479 -0.511 -0.533
Cl -2.568 1.943 0.787 -0.126 -0.383 -0.193
C -1.843 2.900 2.070 0.229 0.177 0.307
C -2.670 3.658 2.861 -0.254 -0.067 -0.058
C -2.097 4.405 3.892 0.104 0.011 -0.044
C -0.727 4.367 4.122 -0.005 -0.001 -0.010
C 0.098 3.606 3.308 0.000 0.092 -0.017
C -0.463 2.848 2.272 0.019 0.197 -0.706
P 0.573 1.802 1.271 0.095 -0.790 1.657
C 0.253 0.107 1.785 -0.184 0.165 -1.090
C 1.163 -0.903 1.334 -0.028 0.078 0.167
C 1.099 -2.167 1.865 0.028 -0.129 0.068
C 0.132 -2.462 2.832 -0.023 0.147 -0.056
C -0.795 -1.493 3.256 0.033 -0.101 0.072
C -0.754 -0.227 2.737 0.088 -0.042 0.055
C 2.276 2.171 1.546 -0.065 0.149 -0.894
C 3.068 1.373 2.396 -0.034 0.086 0.017
C 4.358 1.781 2.666 0.034 -0.032 0.001
C 4.886 2.917 2.050 -0.040 -0.026 -0.045
C 4.099 3.708 1.212 0.080 -0.082 -0.081
C 2.802 3.328 0.938 -0.040 0.077 0.110
H -3.739 3.681 2.690 0.007 0.026 0.016
H -2.734 5.028 4.507 -0.012 -0.034 0.018
H -0.293 4.939 4.932 -0.020 0.008 0.001
H 1.165 3.586 3.482 -0.001 0.019 -0.014
H 1.936 -0.650 0.617 -0.030 -0.005 -0.032
H 1.807 -2.926 1.557 -0.009 0.003 0.009
H 0.106 -3.451 3.275 -0.018 0.005 -0.018
H -1.522 -1.738 4.020 0.017 -0.033 -0.007
H -1.440 0.524 3.108 0.019 0.028 -0.039
H 2.668 0.491 2.877 0.002 0.037 0.058
H 4.956 1.216 3.369 0.048 -0.032 -0.070
H 5.925 3.176 2.209 -0.044 0.088 0.132
H 4.510 4.602 0.763 0.013 -0.023 -0.025
H 2.200 3.923 0.260 -0.017 0.041 0.054
O 2.945 -4.047 -3.635 -0.014 -0.017 0.055
C 3.124 -2.693 -3.936 0.180 -0.102 -0.228
C 2.163 -1.895 -3.117 0.041 -0.028 0.033
C 2.248 -0.502 -3.049 -0.113 -0.095 -0.024
C 1.343 0.184 -2.275 0.135 0.147 -0.032
N 0.377 -0.453 -1.593 -0.236 0.635 0.739
C 0.248 -1.802 -1.660 0.044 0.020 -0.105
C 1.146 -2.534 -2.408 0.076 0.063 -0.126
C -0.887 -2.384 -0.937 -0.029 -0.136 -0.004
C -1.210 -3.725 -0.940 0.032 -0.056 -0.082
C -2.323 -4.169 -0.225 0.042 -0.023 -0.001
C -2.668 -5.626 -0.202 -0.176 -0.243 0.091
O -1.770 -6.310 -1.030 0.056 0.020 -0.051
C -3.083 -3.224 0.462 0.080 0.035 -0.086
C -2.702 -1.897 0.414 -0.093 -0.157 -0.010
N -1.623 -1.490 -0.265 -0.696 0.613 0.243
H 3.558 -4.599 -4.140 -0.069 0.088 0.011
H 2.928 -2.471 -4.995 -0.062 0.019 0.002
H 4.146 -2.344 -3.743 -0.009 0.006 0.107
H 3.004 0.044 -3.599 0.002 0.021 0.030
H 1.383 1.262 -2.195 -0.046 -0.003 0.028
H 1.074 -3.611 -2.475 -0.031 0.003 0.033
H -0.636 -4.448 -1.503 0.022 -0.019 0.040
H -3.713 -5.754 -0.507 0.010 0.069 -0.115
H -2.621 -5.977 0.837 0.060 0.051 0.034
H -2.007 -7.244 -1.106 -0.025 0.105 0.045
H -3.975 -3.504 1.008 0.017 -0.011 0.019
H -3.285 -1.142 0.926 0.025 0.038 -0.020
Br -3.454 3.736 -5.648 0.073 -0.089 0.145
C -2.700 2.858 -4.198 -0.174 0.190 -0.301
C -2.773 1.469 -4.097 0.059 0.014 0.084
C -2.203 0.853 -3.006 -0.044 -0.211 -0.051
N -1.582 1.556 -2.047 0.461 -0.072 0.742
C -1.506 2.899 -2.134 0.013 0.139 -0.197
C -2.053 3.582 -3.193 0.027 -0.117 0.038
H -3.266 0.877 -4.855 -0.001 -0.008 0.011
H -2.245 -0.223 -2.894 0.008 0.007 0.045
H -0.995 3.433 -1.346 -0.008 -0.036 0.045
H -1.983 4.660 -3.239 0.017 -0.004 0.005
```
Forces are in eV/Å.

Properties
E ... -5168.42996 hartree
Total charge ... +4
Gap between HOMO and LUMO ... 4.7 eV

Atomic partial charges in e from the Löwdin method, atoms 1 to 8:
1 Pd 0.893
2 Cl 0.860
3 C -0.582
4 C -0.038
5 C 0.032
6 C 0.009
7 C -0.015
8 C -0.367